Record 1
{"formula": "C20H25ClN3O4RuSe", "method": "ωB97M-V/def2-TZVPD", "orbital_gap_ha": [0.2476, 0.2404], "de_lowest_kcal_mol": 0.0, "e_homo_ha": [-0.520, -0.518], "total_charge": 2, "multiplicity": 2, "symbols": ["Ru", "C", "C", "O", "C", "C", "O", "C", "C", "O", "C", "C", "O", "H", "H", "H", "H", "H", "H", "H", "H", "H", "H", "H", "H", "H", "H", "H", "H", "Cl", "C", "C", "C", "C", "C", "C", "C", "H", "H", "H", "H", "H", "H", "Se", "N", "C", "C", "C", "C", "N", "C", "N", "H", "H", "H"], "positions_angstrom": [[0.068, 0.609, -0.297], [3.004, -1.147, -0.652], [2.598, -0.848, 0.769], [1.860, 0.393, 0.814], [2.608, 1.628, 0.867], [2.613, 2.294, -0.484], [1.275, 2.266, -1.034], [1.306, 2.515, -2.463], [0.145, 1.819, -3.133], [0.022, 0.466, -2.704], [0.691, -0.572, -3.431], [2.034, -0.880, -2.818], [1.818, -0.999, -1.414], [3.405, -2.161, -0.732], [3.771, -0.449, -1.003], [3.454, -0.783, 1.439], [1.906, -1.601, 1.145], [3.630, 1.424, 1.187], [2.132, 2.252, 1.619], [3.278, 1.768, -1.172], [2.947, 3.330, -0.397], [2.251, 2.134, -2.855], [1.267, 3.591, -2.635], [0.266, 1.879, -4.217], [-0.794, 2.305, -2.871], [0.790, -0.302, -4.484], [0.043, -1.444, -3.354], [2.765, -0.085, -3.009], [2.430, -1.811, -3.233], [-3.689, 1.344, 1.931], [-2.496, 0.333, 2.704], [-2.959, -0.638, 3.581], [-2.055, -1.449, 4.248], [-0.691, -1.262, 4.059], [-0.248, -0.287, 3.183], [-1.134, 0.518, 2.461], [-0.599, 1.484, 1.465], [-4.023, -0.738, 3.750], [-2.416, -2.197, 4.940], [0.021, -1.859, 4.612], [0.816, -0.125, 3.055], [-1.345, 2.212, 1.145], [0.250, 2.027, 1.873], [-3.559, 1.378, -1.650], [-4.400, -0.117, -1.274], [-3.560, -0.938, -0.667], [-3.770, -2.251, -0.139], [-2.703, -2.858, 0.450], [-1.420, -2.223, 0.543], [-1.198, -1.028, 0.067], [-2.257, -0.411, -0.520], [-2.007, 0.799, -0.966], [-4.738, -2.727, -0.209], [-2.800, -3.848, 0.871], [-0.600, -2.730, 1.035]], "lowdin_charge": [1.371, -0.154, -0.109, -0.302, -0.109, -0.120, -0.235, -0.116, -0.150, -0.244, -0.119, -0.148, -0.188, 0.153, 0.134, 0.150, 0.132, 0.154, 0.129, 0.123, 0.158, 0.126, 0.154, 0.150, 0.110, 0.147, 0.143, 0.129, 0.151, 0.747, -0.585, -0.090, -0.055, -0.060, -0.055, -0.314, -0.160, 0.116, 0.119, 0.115, 0.108, 0.050, 0.063, 1.268, -0.169, -0.365, 0.065, 0.005, -0.036, 0.018, -0.500, -0.305, 0.141, 0.127, 0.134]}


Record 2
{"formula": "C40H81FN6O16P", "method": "ωB97M-V/def2-TZVPD", "orbital_gap_ha": 0.2563, "e_homo_ha": -0.398, "total_charge": 1, "multiplicity": 1, "symbols": ["C", "C", "O", "C", "C", "N", "C", "O", "N", "C", "O", "F", "C", "N", "C", "N", "C", "C", "C", "O", "C", "C", "P", "O", "O", "O", "N", "N", "H", "H", "H", "H", "H", "H", "H", "H", "H", "H", "H", "H", "H", "H", "H", "H", "H", "H", "H", "H", "H", "H", "H", "H", "H", "H", "H", "C", "C", "O", "C", "H", "H", "H", "H", "H", "H", "C", "C", "O", "C", "H", "H", "H", "H", "H", "H", "C", "C", "O", "C", "H", "H", "H", "H", "H", "H", "C", "C", "O", "C", "H", "H", "H", "H", "H", "H", "C", "C", "O", "C", "H", "H", "H", "H", "H", "H", "C", "C", "O", "C", "H", "H", "H", "H", "H", "H", "C", "C", "O", "C", "H", "H", "H", "H", "H", "H", "C", "C", "O", "C", "H", "H", "H", "H", "H", "H", "C", "C", "O", "C", "H", "H", "H", "H", "H", "H"], "positions_angstrom": [[1.195, -6.573, 0.106], [-0.293, -7.093, 0.467], [-1.361, -6.285, -0.081], [-1.168, -4.878, 0.182], [-2.575, -4.045, 0.237], [-2.714, -3.627, 1.696], [-3.694, -4.355, 2.538], [-3.434, -5.539, 2.846], [-4.959, -3.700, 2.960], [-5.709, -4.582, 3.889], [-6.825, -4.990, 3.546], [-5.141, -4.954, 5.159], [-1.985, -2.642, 2.210], [-1.059, -1.922, 1.313], [0.065, -1.224, 2.080], [0.126, 0.261, 1.979], [1.357, -1.995, 1.517], [2.650, -1.947, 2.468], [3.502, -3.300, 2.129], [2.756, -4.393, 2.758], [3.492, -4.692, 3.988], [-0.465, -1.553, 3.571], [0.087, -0.468, 5.026], [0.129, -1.334, 6.319], [1.662, 0.161, 4.842], [-0.962, 0.829, 5.364], [-1.904, -2.083, 3.568], [-1.819, -2.992, 4.650], [1.212, -6.138, -0.950], [1.967, -7.432, 0.167], [1.478, -5.783, 0.885], [-0.345, -7.224, 1.615], [-0.367, -8.167, 0.041], [-0.438, -4.463, -0.598], [-0.614, -4.801, 1.202], [-2.467, -3.151, -0.475], [-3.385, -4.795, -0.054], [-4.714, -2.798, 3.405], [-1.631, -1.080, 1.052], [-0.677, 0.664, 2.491], [1.003, 0.639, 2.382], [1.018, -3.088, 1.326], [1.610, -1.560, 0.478], [3.308, -1.073, 2.107], [2.429, -1.932, 3.587], [3.404, -3.481, 0.987], [4.593, -3.232, 2.456], [2.737, -5.137, 4.727], [4.320, -5.443, 3.693], [3.903, -3.734, 4.465], [0.109, -2.538, 3.805], [2.233, -0.430, 5.409], [-1.721, 0.490, 5.912], [-1.693, -3.967, 4.314], [-2.724, -2.955, 5.167], [0.827, -4.836, -3.681], [2.318, -5.047, -3.678], [2.973, -4.928, -2.655], [2.969, -5.409, -4.985], [0.495, -4.580, -2.671], [0.570, -4.015, -4.352], [0.323, -5.753, -3.993], [2.805, -4.613, -5.714], [2.559, -6.351, -5.355], [4.044, -5.530, -4.832], [-1.305, 3.710, 3.821], [-2.342, 3.845, 2.737], [-3.307, 3.100, 2.690], [-2.142, 4.931, 1.717], [-1.580, 2.886, 4.483], [-0.331, 3.492, 3.378], [-1.258, 4.630, 4.407], [-1.204, 4.769, 1.180], [-2.132, 5.907, 2.209], [-2.964, 4.910, 0.999], [-1.292, -3.866, -7.935], [0.006, -3.235, -7.507], [0.856, -3.877, -6.915], [0.214, -1.782, -7.839], [-1.304, -4.914, -7.629], [-2.130, -3.353, -7.457], [-1.389, -3.817, -9.021], [-0.557, -1.176, -7.357], [0.184, -1.640, -8.922], [1.191, -1.462, -7.471], [-4.186, -2.192, -3.606], [-2.890, -1.559, -3.174], [-2.038, -2.200, -2.579], [-2.685, -0.105, -3.504], [-4.195, -3.241, -3.302], [-5.026, -1.681, -3.129], [-4.280, -2.141, -4.693], [-3.458, 0.498, -3.023], [-2.713, 0.039, -4.586], [-1.709, 0.217, -3.133], [-3.160, 3.299, -2.401], [-3.415, 4.781, -2.323], [-2.976, 5.451, -1.405], [-4.233, 5.399, -3.423], [-2.557, 2.990, -1.543], [-4.108, 2.757, -2.377], [-2.612, 3.065, -3.317], [-5.228, 4.950, -3.444], [-3.731, 5.256, -4.383], [-4.337, 6.471, -3.239], [6.434, -0.112, 6.109], [5.392, 0.032, 5.034], [4.422, -0.707, 4.988], [5.591, 1.123, 4.016], [6.161, -0.937, 6.770], [7.405, -0.332, 5.658], [6.490, 0.806, 6.698], [6.524, 0.958, 3.473], [5.609, 2.095, 4.513], [4.764, 1.109, 3.303], [-0.089, 5.424, -4.821], [-1.126, 5.548, -5.903], [-2.091, 4.801, -5.948], [-0.928, 6.629, -6.931], [-0.361, 4.604, -4.151], [0.886, 5.207, -5.263], [-0.045, 6.349, -4.241], [0.010, 6.465, -7.466], [-0.920, 7.607, -6.445], [-1.750, 6.601, -7.650], [3.633, 4.060, -3.448], [3.686, 5.318, -4.274], [2.747, 5.655, -4.974], [4.942, 6.144, -4.200], [2.670, 3.567, -3.600], [4.428, 3.378, -3.759], [3.738, 4.305, -2.389], [5.794, 5.555, -4.544], [5.105, 6.482, -3.174], [4.838, 7.020, -4.844], [-1.940, 7.571, 6.844], [-0.760, 7.357, 5.933], [-0.888, 7.359, 4.722], [0.583, 7.141, 6.577], [-2.840, 7.714, 6.243], [-2.080, 6.696, 7.483], [-1.781, 8.463, 7.454], [0.555, 6.246, 7.204], [0.854, 8.013, 7.175], [1.339, 7.000, 5.801]], "lowdin_charge": [-0.077, -0.243, -0.185, -0.170, -0.004, 0.070, -0.326, 0.138, 0.179, -0.327, 0.170, 0.051, -0.140, 0.125, -0.431, 0.083, -0.103, -0.146, -0.201, -0.268, -0.103, -0.215, 0.692, -0.350, -0.190, -0.189, -0.059, 0.061, 0.063, 0.101, 0.057, 0.127, 0.132, 0.122, 0.123, 0.113, 0.160, 0.143, 0.166, 0.078, 0.092, 0.110, 0.146, 0.121, 0.091, 0.138, 0.127, 0.101, 0.113, 0.090, 0.146, 0.072, 0.103, 0.120, 0.117, -0.017, -0.491, 0.042, -0.021, 0.053, 0.072, 0.096, 0.066, 0.092, 0.084, -0.022, -0.495, 0.040, -0.017, 0.049, 0.086, 0.074, 0.091, 0.090, 0.064, -0.018, -0.488, 0.046, -0.018, 0.086, 0.081, 0.090, 0.082, 0.090, 0.085, -0.015, -0.491, 0.032, -0.019, 0.083, 0.090, 0.089, 0.072, 0.094, 0.089, -0.032, -0.489, 0.053, -0.013, 0.083, 0.081, 0.077, 0.089, 0.060, 0.088, -0.014, -0.477, 0.031, -0.012, 0.087, 0.092, 0.092, 0.092, 0.092, 0.077, -0.025, -0.487, 0.028, -0.017, 0.077, 0.052, 0.097, 0.089, 0.089, 0.084, -0.017, -0.477, 0.037, -0.019, 0.080, 0.088, 0.088, 0.089, 0.088, 0.087, -0.024, -0.508, 0.047, -0.025, 0.085, 0.086, 0.088, 0.085, 0.088, 0.083]}


Record 3
{"formula": "C15H25ClIO3P2Zr", "method": "ωB97M-V/def2-TZVPD", "orbital_gap_ha": [0.1083, 0.1083], "de_lowest_kcal_mol": 16.4, "e_homo_ha": [-0.598, -0.598], "total_charge": 3, "multiplicity": 1, "symbols": ["C", "I", "H", "H", "H", "Zr", "P", "C", "C", "H", "H", "H", "H", "H", "H", "C", "H", "H", "H", "P", "C", "C", "H", "H", "H", "C", "H", "H", "H", "H", "H", "H", "C", "O", "Cl", "C", "C", "C", "C", "C", "C", "C", "O", "O", "H", "H", "H", "H"], "positions_angstrom": [[-0.129, -0.091, -6.790], [-0.588, 0.023, -4.648], [0.950, 0.009, -6.910], [-0.639, 0.712, -7.335], [-0.460, -1.058, -7.184], [0.283, -0.051, -0.818], [0.185, 2.480, -1.168], [-1.387, 3.263, -1.457], [0.867, 3.132, 0.386], [1.016, 4.210, 0.285], [1.466, 4.007, -2.457], [1.828, 2.652, 0.626], [2.308, 2.431, -2.300], [-2.078, 2.998, -0.644], [0.196, 2.917, 1.231], [1.340, 2.922, -2.476], [-1.227, 4.349, -1.496], [0.961, 2.555, -3.439], [-1.813, 2.883, -2.394], [0.222, -2.610, -0.794], [-1.337, -3.454, -0.952], [1.387, -3.242, -2.012], [1.863, -2.516, 1.008], [1.071, -4.114, 0.885], [0.225, -2.725, 1.649], [0.906, -3.035, 0.841], [2.347, -2.716, -1.916], [1.527, -4.311, -1.838], [-1.168, -4.534, -0.836], [-1.771, -3.229, -1.935], [1.000, -3.037, -3.017], [-2.027, -3.077, -0.185], [-1.762, -0.104, -1.299], [-2.930, -0.130, -1.467], [0.398, 0.702, 7.826], [0.125, 0.455, 6.176], [-1.055, -0.176, 5.759], [-1.282, -0.369, 4.390], [-0.334, 0.074, 3.469], [0.853, 0.689, 3.866], [1.078, 0.886, 5.236], [-0.649, -0.199, 2.042], [-1.713, -0.708, 1.658], [0.344, 0.127, 1.204], [-1.782, -0.502, 6.500], [-2.186, -0.858, 4.021], [1.589, 1.001, 3.112], [1.982, 1.371, 5.599]], "lowdin_charge": [-0.417, 0.748, 0.018, 0.034, 0.029, 1.465, 0.689, -0.221, -0.208, 0.089, 0.090, 0.068, 0.069, 0.078, 0.069, -0.225, 0.090, 0.013, 0.066, 0.706, -0.217, -0.216, 0.072, 0.091, 0.065, -0.194, 0.066, 0.090, 0.091, 0.072, 0.054, 0.072, -0.212, 0.223, 0.822, -0.653, -0.041, 0.022, -0.169, -0.009, -0.054, -0.525, 0.060, -0.258, 0.128, 0.135, 0.116, 0.122]}


Record 4
{"formula": "C3H7NO", "method": "ωB97M-V/def2-TZVPD", "orbital_gap_ha": 0.3615, "de_lowest_kcal_mol": 71.3, "e_homo_ha": -0.340, "multiplicity": 1, "symbols": ["C", "N", "H", "H", "H", "C", "C", "O", "H", "H", "H", "H"], "positions_angstrom": [[-0.358, -2.353, 0.862], [-0.943, -2.271, 1.971], [0.206, -3.155, 0.642], [-0.486, -1.482, 0.170], [-1.639, -1.537, 1.923], [0.750, 2.018, 0.191], [0.049, 1.572, -0.849], [0.595, 1.013, -1.956], [0.311, 2.672, 0.922], [1.903, 1.929, 0.187], [-1.080, 1.505, -0.778], [-0.020, 0.434, -2.444]], "lowdin_charge": [-0.127, 0.020, 0.016, 0.067, 0.029, -0.013, -0.333, -0.021, 0.038, 0.093, 0.124, 0.108]}